[1]
DFT (wB97M-V/def2-TZVPD) results for a 7-piece molecular cluster, C35H80BrClN2O8 overall.

Structure (XYZ):
```
127
Properties=species:S:1:pos:R:3:lowdin_charge:R:1
C -1.4331 3.0720 -5.2200 -0.1352
C -2.3254 3.1693 -3.8842 -0.2587
C -2.4832 1.7402 -3.1694 -0.2003
C -1.2174 1.4967 -2.2076 -0.2069
C -0.1212 0.4770 -2.7771 -0.1469
C 1.0778 0.1852 -1.7111 -0.1006
N 1.7006 1.4427 -1.1794 -0.0763
C 1.2094 1.8460 0.1914 -0.0520
C 1.7446 0.8109 1.2860 -0.2761
C 1.1767 1.0473 2.7709 -0.1453
C -0.2898 1.6869 2.8333 -0.6728
C -0.1505 3.2852 2.8961 -0.1469
Cl -1.2545 1.1933 4.3345 0.5320
N 3.2313 0.9436 1.3526 -0.0032
C 3.8995 0.7195 0.0362 -0.1813
C 4.0600 -0.8336 -0.3676 -0.5472
O 3.3987 -1.7909 0.1500 -0.0598
O 5.0254 -1.1143 -1.3196 -0.1774
C 3.2171 1.4511 -1.2114 -0.2419
C 3.7449 2.9426 -1.4998 -0.5761
Br 5.3193 2.7308 -2.7486 0.6880
C 4.2843 3.7365 -0.2115 -0.2839
C 3.9810 5.3266 -0.4046 -0.1258
H -1.6261 4.0253 -5.8443 0.0782
H -0.3203 3.0893 -4.9600 0.0639
H -1.6970 2.1411 -5.8401 0.0820
H -1.8604 3.9752 -3.2066 0.1072
H -3.3731 3.4976 -4.2104 0.1045
H -2.5979 0.8709 -3.8983 0.1151
H -3.4134 1.7869 -2.5003 0.0932
H -0.7227 2.5309 -2.0371 0.0980
H -1.6190 1.1900 -1.1679 0.1171
H -0.6539 -0.5443 -2.8885 0.1295
H 0.2669 0.7399 -3.8193 0.1175
H 0.5821 -0.4613 -0.8926 0.1510
H 1.8013 -0.5132 -2.2545 0.1522
H 1.4011 2.2099 -1.8192 0.1581
H 0.0792 1.9768 0.1642 0.1212
H 1.7136 2.8635 0.4137 0.1418
H 1.5302 -0.2969 1.0292 0.1436
H 1.0986 0.0009 3.2560 0.1223
H 1.9104 1.7039 3.3454 0.1169
H -0.9581 1.4458 1.9389 0.0890
H -1.1703 3.8012 2.9162 0.0575
H 0.4550 3.5670 3.8277 0.0772
H 0.4169 3.7260 2.0010 0.0760
H 3.5624 0.1913 1.9738 0.1300
H 4.9781 1.1201 0.1479 0.1642
H 3.5022 0.8275 -2.1430 0.1281
H 3.0127 3.6130 -2.0625 0.0973
H 5.4340 3.6549 -0.2210 0.0929
H 3.8582 3.3877 0.7863 0.0966
H 2.8822 5.5885 -0.2325 0.0719
H 4.2771 5.7051 -1.4436 0.0772
H 4.6294 5.9064 0.3445 0.0698
C -6.3163 -0.9784 -1.2274 -0.0563
C -4.9250 -0.7829 -1.8089 -0.5050
C -4.6065 -1.8428 -2.8505 -0.0527
O -3.9593 -0.8445 -0.7607 -0.0638
H -6.3980 -1.9498 -0.7294 0.0845
H -6.5269 -0.2166 -0.4716 0.0751
H -7.0816 -0.9199 -2.0058 0.0814
H -4.8521 0.2099 -2.2607 0.1107
H -4.6293 -2.8435 -2.4074 0.0677
H -3.5993 -1.6973 -3.2514 0.0709
H -5.3203 -1.8110 -3.6781 0.0832
H -4.0163 -1.7208 -0.3547 0.0862
C 3.7221 6.3886 3.3444 -0.0679
C 3.2200 5.6933 4.6000 -0.4972
C 4.1968 5.8598 5.7534 -0.0631
O 3.0354 4.3049 4.3314 -0.0725
H 4.6767 5.9628 3.0177 0.0787
H 3.0159 6.2509 2.5208 0.0684
H 3.8578 7.4600 3.5135 0.0827
H 2.2456 6.1022 4.8818 0.1400
H 5.1676 5.4160 5.5099 0.0826
H 3.8288 5.3457 6.6452 0.0815
H 4.3465 6.9153 5.9947 0.0808
H 3.8921 3.9331 4.0809 0.0890
C -4.6874 -7.0874 -1.2619 -0.0597
C -3.7505 -5.9524 -1.6424 -0.4968
C -2.2985 -6.4037 -1.6296 -0.0561
O -3.9192 -4.8721 -0.7257 -0.0727
H -4.4749 -7.4464 -0.2498 0.0772
H -5.7260 -6.7452 -1.2642 0.0795
H -4.5939 -7.9262 -1.9566 0.0808
H -4.0102 -5.5793 -2.6373 0.1341
H -2.0017 -6.7392 -0.6305 0.0730
H -1.6362 -5.5747 -1.8937 0.0811
H -2.1336 -7.2218 -2.3355 0.0820
H -3.6918 -5.1934 0.1583 0.0800
C -0.4485 -7.1320 2.8358 -0.0608
C -1.7077 -6.2809 2.8766 -0.5061
C -1.9855 -5.7693 4.2814 -0.0646
O -2.8183 -7.0558 2.4261 -0.0725
H -0.5505 -8.0109 3.4807 0.0823
H -0.2680 -7.5022 1.8230 0.0775
H 0.4250 -6.5609 3.1601 0.0849
H -1.6015 -5.4347 2.1916 0.1356
H -2.1405 -6.6012 4.9761 0.0816
H -2.8994 -5.1692 4.2977 0.0793
H -1.1584 -5.1570 4.6493 0.0824
H -2.9201 -7.8069 3.0257 0.0891
C 6.5935 -4.4645 -3.2956 -0.0682
C 5.6025 -5.2098 -2.4149 -0.5069
C 4.1961 -5.1497 -2.9911 -0.0697
O 5.6045 -4.6385 -1.1121 -0.0613
H 6.3259 -3.4061 -3.3740 0.0804
H 7.5971 -4.5061 -2.8638 0.0770
H 6.6273 -4.8919 -4.3020 0.0727
H 5.9137 -6.2538 -2.3131 0.1322
H 3.8468 -4.1146 -3.0591 0.0790
H 3.4927 -5.6791 -2.3424 0.0755
H 4.1580 -5.5976 -3.9883 0.0722
H 5.3294 -3.7112 -1.1929 0.0658
C -4.2968 5.2930 2.1490 -0.0595
C -3.8952 4.1600 1.2177 -0.4897
C -5.1026 3.3406 0.7892 -0.0572
O -2.9572 3.3121 1.8789 -0.0956
H -4.7573 4.9029 3.0623 0.0847
H -3.4182 5.8660 2.4577 0.0798
H -5.0038 5.9710 1.6640 0.0813
H -3.3969 4.5695 0.3342 0.1376
H -5.5910 2.8829 1.6555 0.0858
H -4.7976 2.5232 0.1297 0.0698
H -5.8339 3.9602 0.2635 0.0824
H -3.3888 2.9440 2.6630 0.0890
```

Summary:
DFT total energy = -5127.03221 a.u.
HOMO energy = -7.6 eV
HOMO-LUMO gap = 0.275 Eh
Net charge = 0

---

[2]
DFT (wB97M-V/def2-TZVPD) results for a 9-piece molecular cluster, C35H84F3N8O9S overall.

Structure (XYZ):
```
140
Properties=species:S:1:pos:R:3:lowdin_spin:R:1
C -0.0366 1.7194 -3.5695 0.0000
C 1.3236 2.1156 -3.1551 0.0000
O 1.5296 2.9954 -2.3282 0.0000
N 2.4077 1.6037 -4.1334 0.0000
H 1.9984 0.7671 -4.5242 0.0000
H 2.3834 2.2473 -4.9114 0.0000
C 3.8352 1.4775 -3.5335 0.0000
H -0.7993 2.3701 -3.1415 0.0000
H -0.2865 0.7187 -3.2170 0.0000
H -0.3496 1.7852 -4.6116 0.0000
H 4.0618 2.3340 -2.8985 0.0000
H 4.5724 1.2609 -4.3066 0.0000
H 3.8375 0.6376 -2.8388 0.0000
C 5.9623 -5.0516 0.5610 0.0000
C 4.5218 -5.0888 0.0662 0.0000
O 4.2341 -5.5177 -1.0129 0.0000
N 3.4976 -4.7459 1.1388 0.0000
H 3.2205 -5.5507 1.6826 0.0000
H 3.9161 -4.2200 1.8928 0.0000
C 2.2433 -4.0217 0.6191 0.0000
H 6.1170 -4.7228 1.5887 0.0000
H 6.6263 -4.3759 0.0219 0.0000
H 6.2857 -6.0925 0.5622 0.0000
H 1.6239 -3.7491 1.4736 0.0000
H 1.7143 -4.8368 0.1253 0.0000
H 2.4759 -3.0992 0.0871 0.0000
C -0.4749 -5.3555 -3.9676 0.0000
C 0.8625 -4.8368 -3.4456 0.0000
O 1.3845 -5.3100 -2.3643 0.0000
N 1.5937 -3.7632 -4.2033 0.0000
H 1.7758 -4.1714 -5.1090 0.0000
H 0.9448 -3.0919 -4.5884 0.0000
C 2.5846 -3.0172 -3.3256 0.0000
H -1.1282 -4.9337 -3.2038 0.0000
H -0.6032 -6.4094 -3.7206 0.0000
H -0.7249 -5.0382 -4.9800 0.0000
H 2.2325 -2.6049 -2.3800 0.0000
H 3.0548 -2.2229 -3.9054 0.0000
H 3.3506 -3.7593 -3.1002 0.0000
C -3.7236 1.0651 -5.5514 0.0000
C -3.6917 -0.3942 -5.9551 0.0000
O -4.1256 -0.7645 -7.0665 0.0000
N -3.0013 -1.4370 -5.0824 0.0000
H -3.3488 -2.3562 -5.3158 0.0000
H -2.0164 -1.4384 -5.3063 0.0000
C -2.9900 -1.1838 -3.5552 0.0000
H -4.0307 1.8059 -6.2898 0.0000
H -2.7126 1.3674 -5.2785 0.0000
H -4.3939 1.2086 -4.7040 0.0000
H -3.7430 -0.4462 -3.2778 0.0000
H -1.9851 -0.8495 -3.2971 0.0000
H -3.0978 -2.0891 -2.9577 0.0000
C 7.5308 -1.5416 1.4732 0.0000
C 6.7440 -0.3359 1.7541 0.0000
O 7.2340 0.5925 2.4962 0.0000
N 5.2525 -0.3839 1.5487 0.0000
H 5.0657 -1.0071 0.7762 0.0000
H 4.8835 -1.1028 2.1546 0.0000
C 4.4748 0.9522 1.7705 0.0000
H 7.4724 -2.4037 2.1377 0.0000
H 8.5794 -1.3044 1.2939 0.0000
H 7.2622 -1.8851 0.4742 0.0000
H 5.2369 1.6780 1.4868 0.0000
H 4.3336 0.9294 2.8511 0.0000
H 3.5973 0.9798 1.1245 0.0000
C 3.3131 -0.1133 7.6539 0.0000
C 2.3949 -0.6981 6.5741 0.0000
O 1.6478 -1.6369 6.6994 0.0000
N 2.5955 -0.0782 5.1401 0.0000
H 2.7567 0.9082 5.2854 0.0000
H 3.4416 -0.4909 4.7742 0.0000
C 1.5039 -0.4474 4.0779 0.0000
H 3.6067 -1.0988 8.0154 0.0000
H 2.6851 0.1968 8.4891 0.0000
H 4.1753 0.4023 7.2311 0.0000
H 1.8513 0.1462 3.2323 0.0000
H 0.5822 -0.0664 4.5177 0.0000
H 1.3434 -1.5245 4.0307 0.0000
C -7.3736 -3.1168 1.2387 0.3860
C -6.1112 -2.3584 0.8858 0.1650
C -4.9191 -2.4240 1.8814 0.0584
N -3.8318 -1.4497 1.5481 0.0006
C -4.2457 0.0054 1.7633 0.0073
C -3.0992 -1.7341 0.2117 -0.0003
C -2.2381 -3.0041 0.5549 0.0003
C -2.0530 -2.9922 2.0913 0.0023
C -2.6518 -1.6897 2.5373 0.0025
H -7.5736 -2.8261 2.2700 0.0296
H -7.3980 -4.1923 1.0634 0.0997
H -8.3476 -2.8801 0.8105 0.1345
H -6.2653 -1.3316 0.5542 0.0887
H -5.7065 -2.5876 -0.1000 0.0060
H -4.5571 -3.4520 1.8681 0.0131
H -5.2823 -2.0795 2.8496 0.0005
H -3.4461 0.7389 1.6599 0.0004
H -4.5753 0.1188 2.7961 0.0001
H -4.9889 0.3102 1.0266 0.0041
H -2.5052 -0.8678 -0.0793 0.0000
H -3.9266 -1.9103 -0.4758 -0.0002
H -1.2389 -3.0211 0.1198 0.0000
H -2.7974 -3.8963 0.2735 0.0001
H -1.0061 -3.1857 2.3252 0.0001
H -2.5978 -3.7907 2.5950 0.0011
H -1.9938 -0.8207 2.5359 0.0000
H -3.0776 -1.8301 3.5308 0.0000
C -0.2945 6.1570 -2.5371 0.0000
C -0.3811 6.1153 -1.0013 0.0000
C -1.7791 5.9494 -0.5043 0.0000
N -1.9247 5.4820 0.9962 0.0000
C -1.3969 4.0607 1.1341 0.0000
C -1.2363 6.4945 2.0378 0.0000
C -2.3637 7.6000 2.2462 0.0000
C -3.7908 6.9819 1.9529 0.0000
C -3.3820 5.5609 1.4589 0.0000
H -0.6220 5.1920 -2.9239 0.0000
H 0.6703 6.3929 -2.9861 0.0000
H -1.0185 6.8877 -2.8977 0.0000
H -0.1930 7.1269 -0.6417 0.0000
H 0.3976 5.4635 -0.6052 0.0000
H -2.3144 5.1706 -1.0476 0.0000
H -2.4253 6.8271 -0.4931 0.0000
H -2.1436 3.4016 0.6911 0.0000
H -1.3641 3.7690 2.1839 0.0000
H -0.4762 4.0347 0.5512 0.0000
H -0.9200 5.9751 2.9424 0.0000
H -0.3273 6.8417 1.5466 0.0000
H -2.3760 8.0430 3.2420 0.0000
H -2.3554 8.4441 1.5565 0.0000
H -4.4240 6.9497 2.8396 0.0000
H -4.3303 7.4773 1.1456 0.0000
H -3.4383 4.7677 2.2043 0.0000
H -4.1500 5.1838 0.7836 0.0000
C 0.2035 1.0904 0.4169 0.0000
F 1.2474 1.8504 0.4807 0.0000
F -0.3028 1.1512 1.7090 0.0000
F -0.6204 1.7310 -0.3973 0.0000
S 0.7053 -0.6222 -0.2486 0.0000
O 0.8203 -1.4110 1.0500 0.0001
O -0.3618 -1.1057 -1.1440 0.0000
O 2.0015 -0.3669 -0.8464 0.0000
```

Summary:
2S+1 = 2
DFT total energy = -3192.77236 a.u.
HOMO energy (spin up / spin down) = -25.2 / -25.2 eV
⟨S²⟩ = 0.75
HOMO-LUMO gap (spin up / spin down) = 0.285 / 0.055 Eh
Net charge = +8

---

[3]
DFT (wB97M-V/def2-TZVPD) results for a 9-piece molecular cluster, C35H85N11O11 overall.

Structure (XYZ):
```
142
Properties=species:S:1:pos:R:3:lowdin_charge:R:1
C -9.2657 0.7717 3.6774 -0.0306
C -8.0734 0.7153 4.6339 -0.4582
C -7.8294 -0.7996 4.8685 -0.1130
C -6.9529 -1.4563 3.7207 -0.1882
C -5.6655 -0.7242 3.5943 -0.1689
C -5.8841 0.7354 3.1311 -0.4658
N -6.8187 1.4009 4.1034 -0.1623
O -7.0505 2.6729 3.7425 0.0045
C -4.5292 1.4704 3.2067 -0.0370
C -6.4238 0.6706 1.6291 -0.0133
C -8.2896 1.3944 6.0216 -0.0266
H -10.2675 1.0014 4.0402 0.0872
H -9.3501 -0.1573 3.1135 0.0754
H -9.0771 1.5498 2.9377 0.0652
H -7.1751 -0.7235 5.7369 0.1075
H -8.7114 -1.4321 4.9701 0.1209
H -7.4286 -1.4843 2.7404 0.0952
H -6.8732 -2.5308 3.8857 0.1085
H -4.9820 -1.1052 2.8355 0.1180
H -5.2795 -0.7227 4.6136 0.1225
H -4.2589 1.7405 4.2275 0.0880
H -3.6926 0.8719 2.8463 0.0783
H -4.4745 2.3643 2.5853 0.0737
H -7.4718 0.3824 1.5464 0.0656
H -6.2370 1.6929 1.3003 0.0719
H -5.8174 -0.0223 1.0459 0.0849
H -9.0575 2.1580 5.8984 0.0700
H -7.4830 2.0028 6.4308 0.0831
H -8.6510 0.6647 6.7463 0.0772
H -7.5079 2.4499 2.9284 0.0666
C 1.8556 0.5679 -8.9748 -0.0500
C 0.6949 1.0017 -9.8098 -0.4876
C -0.2084 -0.2295 -10.0502 -0.1473
C -1.6304 0.0068 -10.6011 -0.1553
C -2.3159 1.0278 -9.6247 -0.1545
C -1.5357 2.3018 -9.3833 -0.4357
N -0.0371 2.1182 -9.0896 -0.1369
O 0.6624 3.2627 -8.9697 0.0045
C -1.8606 3.2418 -10.6007 -0.0303
C -2.1442 2.8938 -8.0702 -0.0385
C 1.1441 1.4837 -11.1988 -0.0356
H 2.4038 -0.1965 -9.5255 0.0857
H 1.6390 0.1304 -8.0002 0.0891
H 2.5880 1.3580 -8.8089 0.0861
H 0.1659 -0.8882 -10.8338 0.1146
H -0.1912 -0.9160 -9.2037 0.1155
H -2.0882 -0.9710 -10.7510 0.1056
H -1.5820 0.3052 -11.6484 0.0974
H -2.5490 0.4809 -8.7111 0.1106
H -3.3361 1.2307 -9.9505 0.1145
H -2.1451 4.2839 -10.4547 0.0751
H -0.9997 3.3233 -11.2643 0.0593
H -2.6725 3.0166 -11.2922 0.0775
H -1.6287 3.7535 -7.6421 0.0783
H -3.1609 3.2148 -8.2966 0.0783
H -2.2628 2.0992 -7.3335 0.0741
H 0.4023 1.4930 -11.9974 0.0805
H 2.0293 0.9617 -11.5620 0.0872
H 1.5314 2.5026 -11.1895 0.0703
H 0.7767 3.4799 -9.8977 0.0675
C 2.0207 -2.3329 7.8494 -0.0419
C 2.3762 -1.3643 8.9986 -0.4926
C 3.2397 -0.2414 8.3061 -0.1580
C 3.6431 0.9316 9.2038 -0.1710
C 2.2767 1.4693 9.6948 -0.1252
C 1.3112 0.4819 10.3884 -0.5130
N 1.1552 -0.6910 9.5038 -0.1562
O 0.1597 -1.5307 9.8797 0.0002
C 1.7069 0.0606 11.7992 -0.0325
C -0.0433 1.1109 10.5735 -0.0534
C 3.2477 -2.0079 10.0074 -0.0479
H 1.5538 -3.2819 8.1130 0.0820
H 2.8093 -2.6071 7.1486 0.0801
H 1.4314 -1.8035 7.1006 0.0811
H 4.1758 -0.6746 7.9536 0.1123
H 2.8292 0.2160 7.4059 0.1165
H 4.0183 1.7210 8.5526 0.1087
H 4.3812 0.5885 9.9287 0.1044
H 1.7621 2.0334 8.9169 0.1226
H 2.6256 2.1230 10.4942 0.1119
H 1.5650 -1.0195 11.8367 0.0795
H 2.7106 0.3905 12.0670 0.0812
H 1.1128 0.4349 12.6329 0.0780
H -0.5846 1.2409 9.6363 0.0865
H -0.6002 0.5813 11.3465 0.0860
H 0.1074 2.1728 10.7676 0.0878
H 3.7805 -1.3701 10.7127 0.0762
H 3.9475 -2.6577 9.4819 0.0941
H 2.6055 -2.6143 10.6461 0.0886
H -0.4709 -1.3916 9.1694 0.1139
C 1.5014 5.6905 -1.6323 -0.2626
C 2.0669 6.1144 -0.3212 -0.2657
O 3.1184 7.0025 -0.5523 -0.0501
O 2.4004 4.8107 -2.2581 -0.0794
H 1.4145 6.4853 -2.3732 0.1208
H 0.5467 5.1737 -1.7297 0.1194
H 2.2228 5.2637 0.3423 0.1249
H 1.3101 6.7468 0.1428 0.1171
H 3.4707 7.3889 0.2528 0.0900
H 2.3282 4.8394 -3.2150 0.0858
C 8.5322 5.2709 -2.5220 -0.2306
C 8.8694 6.3966 -3.5307 -0.2205
O 7.6713 7.1404 -3.8044 -0.0866
O 7.7556 4.2524 -3.1638 -0.0760
H 8.0008 5.6693 -1.6576 0.1166
H 9.4703 4.7710 -2.2808 0.1122
H 9.2812 6.0011 -4.4592 0.1198
H 9.6160 7.0579 -3.0907 0.1054
H 7.1209 7.4340 -3.0747 0.0796
H 6.8152 4.3422 -2.9930 0.0800
C -1.6375 -9.5700 0.8753 -0.7661
O -2.3441 -10.3465 1.5188 0.0161
N -0.5317 -9.7732 0.1797 0.1517
N -2.0847 -8.3614 0.6606 0.1442
H 0.1671 -9.0634 0.0124 0.1117
H -0.2695 -10.7359 0.3365 0.1128
H -1.4325 -7.6990 0.2655 0.1082
H -3.0153 -8.1678 1.0020 0.1216
C -2.1936 -6.2827 -6.5031 -0.8497
O -2.7560 -5.7287 -5.5993 0.0515
N -0.9746 -6.5564 -6.4663 0.1650
N -2.7122 -6.6238 -7.6704 0.1554
H -0.6163 -6.1869 -5.5973 0.1342
H -0.4929 -7.1789 -7.0991 0.1256
H -2.0479 -6.7285 -8.4240 0.1026
H -3.6950 -6.4932 -7.8631 0.1152
C 1.7885 -2.7665 -1.3115 -0.8203
O 1.7634 -3.9351 -1.1272 0.0520
N 2.6926 -1.9592 -0.8094 0.1673
N 0.8914 -2.1636 -2.0707 0.1520
H 2.4047 -1.0261 -1.0673 0.0992
H 3.4516 -2.2288 -0.2001 0.1263
H 0.1585 -2.7685 -2.4128 0.1200
H 1.0123 -1.1893 -2.3080 0.1035
C 9.2586 -3.0067 -0.1559 -0.7322
O 8.8544 -2.3513 0.7910 0.0195
N 9.7409 -4.2648 -0.0676 0.1461
N 9.1848 -2.5187 -1.3998 0.1436
H 9.6987 -4.5875 0.8885 0.1111
H 10.2662 -4.6916 -0.8173 0.1018
H 8.7474 -1.6300 -1.5974 0.1133
H 9.3901 -3.1263 -2.1800 0.0968
```

Summary:
DFT total energy = -2814.25989 a.u.
HOMO energy = -8.0 eV
HOMO-LUMO gap = 0.302 Eh
Relative energy (zero: lowest compared OMol25 entry of this formula, charge and spin) = 145.3 kcal/mol
Net charge = 0